Here is C44H48AsBBaN4O7S as an isolated structure in a non-equilibrium geometry from the Open Molecules 2025 dataset. Energies are from wB97M-V/def2-TZVPD.

```
107
Properties=species:S:1:pos:R:3:forces:R:3
Ba -0.7342 1.0428 0.2019 0.28 -0.59 -1.64
O -3.0575 5.7527 4.3269 0.03 -0.16 -0.07
C -2.6632 4.7766 3.4403 -0.05 0.35 0.14
C -2.9006 3.4348 3.6770 0.00 -0.17 -0.12
C -2.4776 2.5223 2.7219 -0.09 0.10 0.15
N -1.8489 2.9102 1.6162 -0.27 0.36 0.32
C -1.5990 4.2008 1.3965 -0.12 0.16 0.08
C -2.0072 5.1820 2.2864 0.08 -0.16 -0.07
C -0.8067 4.5549 0.1141 -0.11 -0.17 0.27
O -0.5969 5.7447 -0.1045 0.03 0.32 0.00
O -0.4253 3.5543 -0.5602 -0.01 -0.02 -0.11
C -2.7093 1.0028 2.9162 0.13 0.25 -0.18
O -3.3625 0.6622 3.8973 -0.19 -0.02 0.30
O -2.1825 0.2824 2.0204 -0.54 -0.15 0.63
H -3.4869 5.3273 5.0780 0.05 -0.03 -0.09
H -3.4035 3.0607 4.5591 -0.03 0.01 0.05
H -1.7955 6.2179 2.0755 0.01 0.08 0.00
S 3.1677 1.5218 -2.9421 0.08 0.16 0.20
C 3.2856 2.6037 -1.6643 -0.12 -0.31 -0.53
N 2.3868 3.5370 -1.3346 -0.17 -0.21 -0.02
C 2.7000 4.1801 -0.0731 0.03 0.11 0.22
C 3.9537 3.4131 0.4006 0.01 0.18 0.09
N 4.3342 2.6766 -0.7962 0.12 -0.12 -0.15
H 1.4239 3.4606 -1.6451 0.05 0.17 0.07
H 1.8637 4.0843 0.6190 0.08 0.01 0.01
H 2.9061 5.2426 -0.2261 -0.02 -0.03 0.03
H 3.7271 2.7310 1.2187 -0.03 0.02 0.07
H 4.7500 4.0921 0.7145 -0.05 -0.04 0.02
H 4.8907 1.8384 -0.7394 -0.04 0.07 0.06
C 7.1639 -0.3357 4.9212 0.02 0.00 0.01
C 6.3846 0.8357 5.5174 -0.02 0.02 -0.01
C 7.2883 2.0748 5.4709 0.00 -0.01 0.01
C 6.0705 0.5026 6.9805 0.01 0.01 0.01
C 5.0857 1.1224 4.7617 0.02 -0.03 -0.04
C 4.2601 2.1587 5.2019 -0.01 -0.02 -0.03
C 3.0699 2.4918 4.5555 0.14 -0.09 0.02
C 2.7235 1.7497 3.4485 -0.01 0.17 0.11
O 1.6571 1.8849 2.6357 -0.19 -0.36 -0.48
B 1.7413 0.8526 1.5772 1.13 0.01 0.85
O 2.9847 0.1541 1.9034 -0.41 0.09 -0.35
C 3.5252 0.7125 3.0009 0.24 0.00 0.21
C 4.7069 0.3829 3.6346 -0.06 0.13 0.10
H 8.0728 -0.5004 5.5031 0.04 -0.01 0.02
H 7.4586 -0.1407 3.8912 0.02 0.04 -0.08
H 6.5871 -1.2594 4.9332 -0.08 -0.05 0.04
H 8.2153 1.8907 6.0178 0.08 -0.01 0.04
H 6.7992 2.9409 5.9136 -0.03 0.04 0.03
H 7.5414 2.3293 4.4419 0.00 0.00 -0.07
H 6.9917 0.2989 7.5302 0.07 -0.02 0.05
H 5.4264 -0.3733 7.0497 -0.03 -0.07 -0.03
H 5.5574 1.3267 7.4729 -0.02 0.05 0.03
H 4.5497 2.7327 6.0726 0.00 0.04 0.04
H 2.4408 3.2974 4.9036 -0.05 0.07 0.03
H 5.3024 -0.4281 3.2473 0.07 -0.08 -0.03
C 1.3327 -6.9334 -2.2401 0.06 -0.11 -0.03
C 0.4908 -5.6979 -2.0921 -0.05 -0.02 0.04
C -0.7584 -5.7463 -1.4980 -0.02 -0.02 0.00
C -1.5357 -4.6025 -1.3488 0.01 -0.06 -0.15
C -2.8541 -4.7397 -0.6408 -0.21 -0.03 0.05
C -1.0833 -3.3668 -1.8382 -0.06 0.04 -0.23
As -2.2537 -1.8321 -1.3692 0.26 0.25 0.00
N -1.6354 -0.2584 -2.0172 0.12 -0.32 -0.02
C -1.6515 0.1130 -3.3305 -0.01 0.15 0.25
C -1.4461 1.4838 -3.6204 -0.01 0.04 -0.14
C -1.4429 1.9614 -4.9127 0.00 0.02 0.03
C -1.6484 1.1068 -5.9948 0.02 0.12 -0.11
C -1.8379 -0.2389 -5.7343 -0.02 -0.13 -0.04
C -1.8356 -0.7299 -4.4372 -0.01 0.00 -0.19
C -3.9808 -2.0075 -2.3560 -0.09 -0.18 -0.09
C -4.3982 -2.8333 -3.4100 -0.07 0.12 0.15
C -3.5429 -3.8112 -4.1716 0.05 -0.15 -0.02
C -5.7244 -2.7765 -3.8533 0.08 -0.02 -0.02
C -6.6535 -1.9241 -3.3038 -0.07 0.09 0.07
C -8.0703 -1.8722 -3.8018 -0.11 -0.03 -0.05
C -6.2292 -1.0900 -2.2778 0.00 0.00 -0.03
C -4.9288 -1.1124 -1.8021 0.00 -0.07 -0.06
C -4.5831 -0.1351 -0.7118 -0.12 0.14 0.19
C 0.2197 -3.2862 -2.3661 -0.04 -0.25 0.03
C 0.9084 -2.0189 -2.7783 -0.01 0.30 -0.02
C 0.9601 -4.4603 -2.4975 0.05 0.06 0.00
H 0.7750 -7.8242 -1.9510 -0.03 -0.02 0.01
H 2.2256 -6.8851 -1.6138 0.02 0.03 0.03
H 1.6699 -7.0720 -3.2691 0.00 0.03 -0.03
H -1.1436 -6.6927 -1.1301 0.01 -0.02 0.01
H -2.9828 -5.7628 -0.2860 -0.03 -0.02 0.01
H -3.7071 -4.4926 -1.2769 0.03 0.00 -0.06
H -2.9153 -4.0691 0.2201 0.05 0.02 0.00
H -1.2846 2.1761 -2.8035 0.01 0.03 0.10
H -1.2730 3.0199 -5.0727 0.00 0.01 -0.05
H -1.6444 1.4846 -7.0105 0.00 -0.01 0.01
H -1.9830 -0.9358 -6.5544 0.00 0.01 -0.02
H -1.9569 -1.7875 -4.2759 -0.02 -0.15 0.05
H -2.4941 -3.7760 -3.9234 0.27 0.06 0.18
H -3.6404 -3.6165 -5.2429 0.02 -0.01 0.02
H -3.8813 -4.8373 -3.9978 0.00 0.01 0.03
H -6.0191 -3.4236 -4.6735 -0.01 -0.04 -0.05
H -8.2373 -2.6066 -4.5909 0.01 -0.01 -0.01
H -8.3131 -0.8878 -4.2066 0.01 0.03 -0.01
H -8.7852 -2.0758 -3.0014 0.02 0.00 0.03
H -6.9272 -0.3918 -1.8306 -0.08 0.04 0.01
H -5.4732 0.4307 -0.4326 0.01 0.00 0.03
H -3.8232 0.5690 -1.0517 0.02 0.01 -0.04
H -4.1857 -0.6155 0.1857 -0.02 0.00 -0.04
H 0.8377 -1.2354 -2.0226 -0.02 -0.09 -0.02
H 0.4853 -1.5953 -3.6889 -0.07 0.03 -0.03
H 1.9659 -2.2165 -2.9556 -0.02 0.04 -0.01
H 1.9568 -4.3846 -2.9206 0.03 -0.03 -0.01
```
Forces are in eV/Å.

M	1000.02	g mol⁻¹
net charge	-2
Kohn-Sham gap	5.75	eV

Atom charges from the Löwdin analysis, given in e for atoms 1 to 99: 1.7696, 0.0395, -0.2875, 0.0479, -0.1772, -0.0175, -0.1695, 0.0602, -0.6547, 0.0063, -0.2441, -0.6562, 0.0034, -0.3089, 0.0962, 0.1180, 0.1211, 0.5025, -0.9324, 0.0321, -0.1291, -0.1326, 0.0077, 0.1081, 0.1048, 0.1142, 0.0882, 0.1084, 0.1164, -0.0786, -0.5654, -0.0578, -0.0585, -0.1904, -0.0596, 0.0144, -0.2819, 0.0070, -0.4324, 0.0389, -0.2653, 0.0578, 0.0773, 0.0827, 0.0838, 0.0754, 0.0722, 0.0874, 0.0754, 0.0884, 0.0711, 0.0949, 0.1136, 0.1095, -0.0684, -0.2885, -0.0369, -0.3110, -0.0876, -0.2911, 1.2681, -0.4482, -0.4337, -0.0494, -0.1156, -0.1477, -0.1221, -0.0803, -0.2504, -0.2762, -0.0699, -0.0400, -0.2872, -0.0667, -0.0291, -0.2767, -0.1005, -0.2551, -0.0529, -0.0294, 0.0640, 0.0745, 0.0715, 0.1024, 0.0681, 0.0624, 0.0679, 0.0787, 0.0931, 0.0758, 0.0877, 0.0633, 0.0461, 0.0807, 0.0817, 0.1086, 0.0647, 0.0743, 0.0722